Record 1
This record from the OMol25 dataset describes the molecule O3 at a distorted geometry. The level of theory is ωB97M-V with the def2-TZVPD basis set.

Values from the calculation:
total energy = -6134.867 eV
total charge = 0
relative energy (zero: lowest compared OMol25 entry of this formula, charge and spin) = 8.4 kJ/mol

Element x y z (Å)
O1 0.0977 0.0268 -1.0555
O2 -0.2940 -0.3483 0.0340
O3 0.1963 0.3214 1.0215

Cartesian forces, eV/Å:
-0.119 -0.247 -1.234
1.152 1.551 2.066
-1.033 -1.305 -0.832



Record 2
This record from the OMol25 dataset describes C16H29CaN9 as an isolated structure. The level of theory is ωB97M-V with the def2-TZVPD basis set.

Values from the calculation:
total energy = -48902.789 eV
total charge = +2

Element x y z (Å)
Ca1 0.2688 -0.1592 0.2384
C1 -2.1772 1.8101 -1.3126
C2 -1.4669 2.8131 -0.4128
N1 -0.2743 2.2960 0.3237
C3 0.9798 2.9809 -0.0830
C4 1.5322 2.4058 -1.3703
N2 1.9732 1.0083 -1.1634
C5 2.3228 0.3447 -2.4450
C6 1.0965 -0.1487 -3.2115
C7 0.7074 -1.5982 -2.9648
N3 0.2774 -1.9104 -1.5696
C8 -1.0925 -2.4797 -1.5135
C9 -2.1432 -1.3915 -1.6023
N4 -2.1190 -0.5300 -0.3978
C10 -2.9342 0.6948 -0.5930
H1 -1.4748 1.3817 -2.0359
H2 -2.8891 2.3784 -1.9142
H3 -2.1823 3.1986 0.3167
H4 -1.1583 3.6696 -1.0161
H5 -0.4109 2.5260 1.3023
H6 1.7129 2.8545 0.7193
H7 0.8124 4.0552 -0.1938
H8 2.3592 3.0229 -1.7327
H9 0.7644 2.4199 -2.1465
H10 2.8321 1.0650 -0.6198
H11 2.9816 -0.4959 -2.2149
H12 2.9024 1.0342 -3.0648
H13 1.2862 -0.0486 -4.2818
H14 0.2419 0.5066 -3.0130
H15 1.5477 -2.2451 -3.2241
H16 -0.1037 -1.8652 -3.6451
H17 0.8977 -2.6344 -1.2229
H18 -1.2009 -3.0247 -0.5707
H19 -1.2449 -3.2053 -2.3169
H20 -3.1338 -1.8341 -1.7381
H21 -1.9555 -0.7653 -2.4778
H22 -2.5636 -1.0664 0.3439
H23 -3.2582 1.0441 0.3894
H24 -3.8428 0.4421 -1.1463
N5 3.1853 -2.7885 2.8062
C11 2.9257 -2.2933 1.5980
N6 1.8262 -1.5586 1.6540
C12 1.4661 -1.6446 2.9736
N7 2.2671 -2.3863 3.6960
C13 0.2837 -0.9673 3.5197
C14 -0.0659 -1.0748 4.8645
N8 -1.1313 -0.4598 5.3528
C15 -1.8549 0.2673 4.5102
C16 -1.5126 0.3797 3.1709
N9 -0.4416 -0.2360 2.6680
H25 3.9475 -3.3859 3.0935
H26 3.5385 -2.4842 0.7322
H27 0.5329 -1.6710 5.5415
H28 -2.7253 0.7756 4.9057
H29 -2.1121 0.9777 2.4945

Forces on atoms 1 to 3 (eV/Å):
0.033 -0.043 -0.004
-0.014 0.011 -0.068
0.058 0.017 0.040



Record 3
This record from the OMol25 dataset describes the molecule C5H8ClNO at a distorted geometry. The level of theory is ωB97M-V with the def2-TZVPD basis set.

Values from the calculation:
total energy = -21368.469 eV
SMILES = C=NO[C@@H]1[C@H](C)[C@@H]1Cl
total charge = 0
relative energy (zero: lowest compared OMol25 entry of this formula, charge and spin) = 659.7 kJ/mol

Element x y z (Å)
C1 2.3117 0.8907 -2.1157
N1 1.5396 1.2755 -1.0744
O1 0.6968 0.2150 -0.6043
C2 0.3694 0.4772 0.6800
C3 -0.7263 -0.6522 1.2484
C4 -1.3744 -1.5600 0.1888
C5 -0.9618 0.8823 1.1799
Cl1 -2.0058 1.3322 -0.0579
H1 2.5029 -0.2822 -2.6600
H2 3.0916 1.5400 -2.5363
H3 1.1426 0.5562 1.3354
H4 -0.7950 -0.9594 2.4134
H5 -2.6586 -1.2137 0.0924
H6 -0.7688 -1.2859 -0.7313
H7 -1.1898 -2.6569 0.6210
H8 -1.1742 1.4413 2.0207

Forces on atoms 1 to 3 (eV/Å):
-1.046 -2.457 1.720
2.543 -1.805 -3.805
0.921 0.885 -1.802



E_LUMO for the records above, in order: -2.6 -5.9 0.8 eV
Frontier orbital gap for the records above, in order: 9.73 9.50 10.08 eV